{
  "formula": "C42H64BN9O2ReS3Si",
  "method": "ωB97M-V with the def2-TZVPD basis set",
  "symbols": ["Re", "C", "C", "C", "C", "N", "C", "C", "N", "B", "N", "C", "C", "N", "C", "S", "C", "C", "C", "C", "N", "C", "C", "N", "C", "S", "C", "C", "C", "C", "C", "S", "H", "H", "H", "H", "H", "H", "H", "H", "H", "H", "H", "H", "H", "H", "H", "H", "H", "H", "H", "H", "H", "H", "H", "H", "H", "H", "H", "H", "H", "H", "H", "H", "H", "H", "C", "O", "C", "O", "N", "N", "H", "H", "H", "H", "H", "H", "C", "Si", "C", "N", "C", "C", "C", "C", "C", "C", "C", "C", "C", "C", "C", "C", "C", "C", "C", "C", "C", "H", "H", "H", "H", "H", "H", "H", "H", "H", "H", "H", "H", "H", "H", "H", "H", "H", "H", "H", "H", "H", "H", "H", "H"],
  "positions_angstrom": [[-0.44512, 0.11366, 0.81115], [5.22168, 2.45080, -0.22957], [4.74927, 1.26973, -1.07576], [5.73382, 1.08463, -2.23588], [4.68555, -0.00715, -0.23011], [3.40879, 1.52674, -1.63793], [3.01252, 1.02364, -2.85044], [1.76431, 1.47235, -3.09853], [1.35822, 2.23387, -2.03466], [0.03586, 3.02249, -2.13812], [-1.10846, 2.03615, -2.52636], [-2.11663, 2.48471, -3.32774], [-2.74684, 1.41162, -3.85659], [-2.13560, 0.28068, -3.38197], [-1.15721, 0.69448, -2.53308], [-0.13086, -0.32906, -1.55969], [-2.28955, -1.01009, -4.10171], [-3.66140, -1.06134, -4.77671], [-1.17453, -1.02102, -5.15302], [-2.17699, -2.22727, -3.19198], [-0.32461, 3.84080, -0.88845], [0.10284, 5.12968, -0.72466], [-0.37649, 5.58783, 0.45149], [-1.11791, 4.58537, 1.02718], [-1.05167, 3.52288, 0.19807], [-1.87144, 2.02919, 0.36100], [-1.73620, 4.77093, 2.35522], [-0.58424, 4.87930, 3.36253], [-2.66243, 3.62305, 2.75445], [-2.55551, 6.06572, 2.31672], [2.37200, 2.25426, -1.14709], [2.28543, 3.11919, 0.30463], [6.27008, 2.32070, 0.01928], [4.66938, 2.53323, 0.70141], [5.11478, 3.38300, -0.77906], [6.74928, 1.11740, -1.85306], [5.62209, 1.88505, -2.96402], [5.60691, 0.12839, -2.73584], [5.65436, -0.18639, 0.22892], [4.43384, -0.87259, -0.84046], [3.94196, 0.09372, 0.55836], [3.63155, 0.39037, -3.44720], [1.14826, 1.32343, -3.95918], [0.14560, 3.77630, -3.05039], [-2.29783, 3.52775, -3.47572], [-3.55967, 1.38428, -4.54839], [-3.71448, -0.43448, -5.65981], [-4.44943, -0.78061, -4.08381], [-3.85437, -2.07860, -5.10119], [-1.18440, -0.09466, -5.72671], [-1.32677, -1.84345, -5.84737], [-0.20758, -1.14570, -4.67058], [-3.09633, -2.35946, -2.62883], [-1.33320, -2.16368, -2.51367], [-2.03696, -3.10771, -3.81500], [0.71400, 5.62102, -1.45115], [-0.23930, 6.54497, 0.90392], [0.03987, 3.98700, 3.31475], [-0.97929, 4.97993, 4.37029], [0.03987, 5.74458, 3.15068], [-2.11425, 2.69792, 2.91859], [-3.43502, 3.46209, 2.00502], [-3.15530, 3.88355, 3.68867], [-1.92785, 6.94049, 2.17224], [-3.08053, 6.18566, 3.26029], [-3.29377, 6.03000, 1.51715], [0.29647, 1.60316, 6.25587], [-0.49760, 1.27306, 5.11898], [0.02114, 1.05665, 3.92882], [-0.74167, 0.70884, 3.02530], [1.33666, 1.24235, 3.70840], [1.80959, 0.95704, 2.42073], [-0.41425, 1.63828, 7.08002], [0.77212, 2.57949, 6.13969], [1.04380, 0.83356, 6.45872], [1.98929, 1.51636, 4.43415], [2.52979, 0.24299, 2.45730], [2.16196, 1.78932, 1.92876], [1.00282, -1.42896, 1.11192], [0.36636, -3.12036, 0.49596], [-1.50383, -2.96255, 1.05808], [-2.03375, -1.58211, 1.09681], [-2.59384, -1.27899, 2.42596], [-3.84560, -2.08979, 2.78102], [-4.87695, -2.06360, 1.64462], [-4.46742, -1.03443, 0.59931], [-3.07197, -1.34582, 0.05446], [1.35219, -4.39303, 1.49039], [2.31141, -5.18004, 0.85193], [3.13468, -6.02257, 1.57569], [3.01781, -6.09393, 2.95227], [2.07724, -5.31244, 3.60551], [1.25728, -4.46851, 2.87913], [0.71804, -3.44651, -1.33379], [1.74975, -2.76756, -1.98346], [2.11308, -3.08610, -3.27657], [1.45699, -4.10311, -3.95030], [0.43912, -4.79743, -3.31748], [0.07360, -4.47120, -2.02429], [1.97957, -1.26001, 0.65526], [1.17897, -1.54118, 2.18610], [-1.53044, -3.38117, 2.06167], [-2.15090, -3.59315, 0.45374], [-2.84683, -0.21646, 2.44993], [-1.82087, -1.45900, 3.17566], [-4.26283, -1.63338, 3.67888], [-3.58347, -3.11772, 3.03039], [-5.86514, -1.81651, 2.03435], [-4.95182, -3.04288, 1.16751], [-4.50067, -0.02669, 1.01534], [-5.16406, -1.05909, -0.23947], [-2.77807, -0.50986, -0.58919], [-3.13168, -2.23657, -0.57072], [2.41059, -5.12695, -0.22136], [3.87730, -6.61625, 1.06421], [3.66014, -6.74999, 3.51779], [1.99489, -5.35302, 4.68024], [0.53428, -3.85625, 3.40138], [2.26766, -1.97561, -1.46458], [2.92180, -2.55731, -3.75954], [1.74556, -4.36340, -4.95597], [-0.05489, -5.60739, -3.83062], [-0.71550, -5.02356, -1.53545]],
  "multiplicity": 2,
  "total_charge": 2,
  "homo_lumo_gap_ev": [4.7, 5.3],
  "relative_energy_kcal_mol": 22.86,
  "homo_energy_ev": [-11.96, -11.96]
}